Here is a molecular structure, C38H65BCsN11O5P2S2 in a non-equilibrium geometry from OMol25. Energies are from ωB97M-V/def2-TZVPD.

The geometry in XYZ format:
```
125
Properties=species:S:1:pos:R:3
Cs -20.374 -9.508 9.067
O -21.296 -6.773 7.575
C -20.686 -6.044 6.532
C -19.386 -6.793 6.195
C -18.345 -6.099 5.500
C -17.189 -6.800 5.222
C -17.053 -8.141 5.702
C -18.121 -8.763 6.349
N -19.254 -8.074 6.600
H -22.092 -6.410 7.920
H -20.486 -5.011 6.854
H -21.295 -5.996 5.576
H -18.471 -5.049 5.307
H -16.312 -6.335 4.834
H -16.112 -8.646 5.571
H -18.078 -9.709 6.826
N -23.554 -10.401 8.642
C -24.419 -9.508 7.891
C -25.936 -9.597 8.303
C -26.923 -9.007 7.223
C -26.536 -9.399 5.783
N -25.593 -8.461 5.174
C -25.033 -8.696 4.073
N -25.019 -9.875 3.444
N -24.362 -7.702 3.372
C -23.962 -8.088 8.148
O -24.358 -7.205 7.244
O -23.415 -7.760 9.165
H -23.494 -11.284 8.124
H -24.006 -10.643 9.541
H -24.343 -9.731 6.836
H -26.089 -9.106 9.260
H -26.189 -10.658 8.441
H -26.956 -7.927 7.285
H -27.921 -9.364 7.428
H -27.426 -9.387 5.142
H -26.091 -10.424 5.823
H -24.833 -7.657 6.455
H -25.664 -10.603 3.786
H -24.880 -9.968 2.464
H -24.487 -6.778 3.766
H -23.392 -7.993 3.322
C -18.895 -11.371 3.803
N -18.505 -12.464 4.629
C -17.397 -13.273 4.482
C -17.355 -14.071 5.578
N -18.444 -13.784 6.349
B -18.604 -14.536 7.708
N -20.072 -14.484 8.104
C -20.978 -15.124 7.273
C -22.189 -15.079 7.883
N -21.992 -14.361 9.083
C -22.892 -14.356 10.229
C -20.686 -14.047 9.208
S -19.996 -13.235 10.486
C -19.139 -12.791 5.796
S -20.536 -11.988 6.318
H -18.317 -10.455 3.986
H -19.945 -11.173 3.925
H -18.702 -11.661 2.766
H -16.645 -13.155 3.689
H -16.661 -14.804 5.968
H -17.903 -13.972 8.494
H -18.263 -15.715 7.524
H -20.712 -15.450 6.338
H -23.209 -15.432 7.608
H -23.892 -14.258 9.837
H -22.638 -13.512 10.903
H -22.818 -15.321 10.801
C -21.900 -6.679 12.561
P -20.453 -7.704 12.164
C -19.180 -6.923 13.295
N -19.570 -6.137 14.249
C -18.533 -5.483 14.953
C -18.840 -4.593 16.011
C -17.798 -3.902 16.607
C -16.429 -4.064 16.209
C -16.147 -4.953 15.219
C -17.188 -5.636 14.577
N -16.844 -6.577 13.616
C -17.793 -7.152 12.935
P -17.313 -7.942 11.274
C -15.653 -8.604 11.758
C -16.851 -6.358 10.400
C -15.667 -5.618 10.991
C -16.622 -6.742 8.951
C -18.066 -5.424 10.538
C -20.778 -9.341 12.956
C -19.515 -10.191 12.686
C -21.031 -9.182 14.480
C -22.008 -9.994 12.278
H -22.184 -6.699 13.601
H -22.806 -7.020 11.995
H -21.742 -5.621 12.249
H -19.852 -4.475 16.349
H -17.961 -3.186 17.377
H -15.630 -3.488 16.642
H -15.162 -5.209 14.920
H -15.073 -7.948 12.388
H -15.033 -8.777 10.852
H -15.740 -9.595 12.226
H -14.713 -6.179 10.928
H -15.857 -5.367 12.012
H -15.466 -4.719 10.450
H -15.790 -7.489 8.881
H -16.370 -5.851 8.392
H -17.542 -7.135 8.520
H -18.082 -4.991 11.528
H -19.016 -5.899 10.338
H -17.952 -4.536 9.814
H -18.613 -9.615 12.910
H -19.427 -10.480 11.629
H -19.572 -11.121 13.226
H -20.170 -9.081 15.098
H -21.495 -10.106 14.844
H -21.735 -8.342 14.704
H -22.295 -9.657 11.282
H -22.947 -9.825 12.819
H -21.814 -11.064 12.266
O -17.452 -11.300 8.583
H -17.567 -11.958 7.901
H -17.871 -11.686 9.358
O -21.786 -9.059 4.751
H -21.928 -9.991 4.566
H -21.264 -9.058 5.589
```

Computed properties:
Multiplicity: 1
Gap between HOMO and LUMO in eV: 6.5
Charge: 0


Here is a gas-phase ion, C5H10NO2 (charge -1) in a non-equilibrium geometry from OMol25. Energies are from ωB97M-V/def2-TZVPD.

The geometry in XYZ format:
```
18
Properties=species:S:1:pos:R:3
O -1.490 -1.609 0.956
C -0.655 -0.802 1.504
N -0.708 0.467 0.791
C 0.563 0.980 0.337
C 0.626 0.992 -1.187
C -0.023 -0.223 -1.905
O -1.434 -0.361 -1.691
C 0.245 -0.975 2.537
H -1.325 0.330 -0.036
H 1.476 0.524 0.797
H 0.841 2.012 0.716
H 0.202 1.922 -1.587
H 1.652 1.196 -1.534
H 0.026 -0.022 -2.997
H 0.431 -1.208 -1.588
H 0.244 -1.956 2.975
H 0.771 -0.126 2.955
H -1.439 -1.141 -1.044
```

Computed properties:
Multiplicity: 1
Gap between HOMO and LUMO in eV: 6.4
Charge: -1
Structure (SMILES): C=C([O-])NCCCO


Here is a molecular structure, C7H13O4PS in a non-equilibrium geometry from OMol25. Energies are from ωB97M-V/def2-TZVPD.

The geometry in XYZ format:
```
26
Properties=species:S:1:pos:R:3
C -3.256 0.235 -3.089
C -2.122 0.061 -3.422
C -1.263 -0.600 0.556
C 1.924 -1.165 2.043
C 0.721 1.223 2.944
C -0.658 -0.177 -3.304
C -0.122 0.360 0.361
O 2.341 1.311 0.766
O 1.606 -1.178 -0.758
O 1.294 0.961 -1.861
O -0.349 -0.816 -2.068
P 1.380 0.484 1.438
S 0.716 -0.121 -1.154
H -4.364 0.439 -2.878
H -0.761 -1.578 0.813
H -1.930 -0.370 1.426
H -1.931 -0.340 -0.344
H 2.224 -1.621 1.104
H 2.678 -1.037 2.714
H 1.238 -1.985 2.641
H 0.433 2.298 2.644
H -0.365 0.905 3.197
H 1.441 1.228 3.744
H -0.178 0.830 -3.206
H -0.314 -0.725 -4.198
H -0.383 1.381 -0.109
```

Computed properties:
Multiplicity: 1
Gap between HOMO and LUMO in eV: 10.9
Charge: 0


Here is a molecular structure, C18H42Cu2N7O9 in a non-equilibrium geometry from OMol25. Energies are from ωB97M-V/def2-TZVPD.

The geometry in XYZ format:
```
78
Properties=species:S:1:pos:R:3
Cu -13.579 15.401 -22.682
Cu -11.265 13.023 -16.679
N -12.109 13.593 -20.071
O -12.992 14.258 -20.661
O -11.233 12.956 -20.647
O -12.092 13.481 -18.838
C -15.211 13.839 -17.831
C -14.720 12.830 -16.762
O -13.471 12.837 -16.642
N -15.538 11.960 -16.200
C -15.145 10.775 -15.399
H -14.587 13.511 -18.663
H -14.984 14.843 -17.475
H -16.274 13.881 -18.068
H -16.503 11.856 -16.482
H -15.084 9.822 -15.926
H -15.853 10.535 -14.606
H -14.175 10.873 -14.911
C -17.249 13.946 -20.681
C -16.017 13.446 -21.415
O -15.367 14.198 -22.164
N -15.690 12.153 -21.335
C -14.565 11.478 -21.811
H -17.658 13.267 -19.932
H -18.131 14.150 -21.289
H -17.187 14.927 -20.210
H -16.200 11.524 -20.732
H -14.803 10.706 -22.542
H -14.014 11.094 -20.952
H -13.829 12.158 -22.240
C -12.209 17.554 -19.383
C -13.624 17.533 -20.022
O -13.782 17.005 -21.119
N -14.652 17.912 -19.269
C -16.063 17.884 -19.646
H -12.220 18.358 -18.647
H -11.400 17.736 -20.091
H -12.009 16.677 -18.768
H -14.496 18.413 -18.405
H -16.613 16.950 -19.755
H -16.016 18.336 -20.637
H -16.615 18.633 -19.079
C -11.746 12.476 -25.316
C -11.533 13.162 -24.034
O -12.451 13.841 -23.579
N -10.561 12.782 -23.289
C -9.510 11.776 -23.573
H -12.258 11.524 -25.169
H -10.864 12.305 -25.932
H -12.386 13.114 -25.926
H -10.643 13.177 -22.363
H -9.026 12.232 -24.437
H -10.001 10.852 -23.880
H -8.797 11.497 -22.797
C -11.447 8.619 -17.599
C -11.636 9.965 -18.217
O -11.527 10.907 -17.459
N -11.633 10.109 -19.547
C -12.189 9.123 -20.452
H -11.417 7.714 -18.205
H -12.230 8.457 -16.857
H -10.486 8.808 -17.121
H -11.582 11.080 -19.822
H -13.105 8.654 -20.093
H -11.484 8.294 -20.508
H -12.275 9.677 -21.387
C -7.474 14.896 -16.506
C -8.169 14.131 -17.677
O -9.289 13.735 -17.554
N -7.587 14.158 -18.799
C -8.117 13.728 -20.057
H -6.643 15.463 -16.924
H -7.111 14.324 -15.652
H -8.108 15.720 -16.179
H -6.652 14.539 -18.802
H -7.399 13.811 -20.873
H -9.031 14.272 -20.297
H -8.420 12.682 -20.099
```

Computed properties:
Multiplicity: 3
Gap between HOMO and LUMO (alpha / beta) in eV: 9.0 / 5.2
Charge: +3


Here is 3 unconnected molecules or ions with the total composition C24H52Cl2N3O3P2S in a non-equilibrium geometry from OMol25. Energies are from ωB97M-V/def2-TZVPD.

The geometry in XYZ format:
```
87
Properties=species:S:1:pos:R:3
C 0.871 -1.347 -4.491
C 0.019 -1.228 -5.766
C -1.385 -0.640 -5.538
Cl -1.674 0.707 -6.664
N -2.514 -1.658 -5.653
P -2.652 -2.394 -7.351
O -1.615 -3.411 -7.488
P -2.128 -3.146 -4.553
S -1.895 -2.776 -2.705
C -3.912 -1.154 -5.199
Cl -4.769 -0.413 -6.562
C -3.928 -0.279 -3.938
C -4.141 1.228 -4.117
H 0.833 -2.346 -4.061
H 0.539 -0.660 -3.713
H 1.906 -1.112 -4.722
H 0.520 -0.559 -6.459
H -0.047 -2.190 -6.265
H -1.451 -0.201 -4.549
H -3.955 -2.875 -7.258
H -2.631 -1.298 -8.202
H -3.225 -3.918 -4.947
H -1.057 -3.726 -5.215
H -4.480 -2.063 -5.009
H -3.021 -0.440 -3.371
H -4.750 -0.671 -3.340
H -5.179 1.470 -4.318
H -3.506 1.651 -4.890
H -3.860 1.711 -3.182
C -0.296 -5.260 3.028
C -0.187 -4.407 1.745
C 1.254 -4.381 1.229
C 2.195 -3.526 2.076
C 1.635 -2.117 2.267
C 0.213 -2.109 2.831
N -0.643 -2.997 1.974
O -1.007 -2.411 0.894
C 0.215 -2.549 4.301
C -0.357 -0.701 2.795
C -1.103 -5.043 0.711
H -1.027 -4.844 3.718
H -0.627 -6.266 2.778
H 0.652 -5.358 3.554
H 1.252 -3.998 0.203
H 1.616 -5.410 1.181
H 2.378 -4.000 3.044
H 3.167 -3.466 1.583
H 2.272 -1.534 2.935
H 1.631 -1.601 1.302
H -0.804 -2.637 4.679
H 0.726 -1.786 4.888
H 0.730 -3.487 4.483
H -0.319 -0.264 1.800
H 0.222 -0.062 3.462
H -1.395 -0.691 3.131
H -2.138 -5.039 1.055
H -0.796 -6.079 0.569
H -1.066 -4.549 -0.257
C 0.206 5.818 2.906
C 1.047 4.853 3.769
C 2.351 5.513 4.228
C 3.395 5.662 3.123
C 3.650 4.325 2.429
C 2.369 3.677 1.902
N 1.379 3.591 3.024
O 1.618 2.610 3.811
C 1.823 4.471 0.707
C 2.654 2.271 1.399
C 0.216 4.475 4.987
H -0.324 5.285 2.119
H -0.546 6.306 3.524
H 0.801 6.605 2.446
H 2.778 4.912 5.036
H 2.106 6.487 4.656
H 3.085 6.418 2.397
H 4.327 6.026 3.557
H 4.342 4.453 1.594
H 4.126 3.639 3.135
H 0.859 4.072 0.388
H 2.523 4.373 -0.123
H 1.707 5.533 0.900
H 3.114 1.643 2.159
H 3.340 2.333 0.554
H 1.739 1.778 1.063
H -0.693 3.949 4.691
H -0.068 5.391 5.505
H 0.768 3.844 5.678
```

Computed properties:
Multiplicity: 3
Gap between HOMO and LUMO (alpha / beta) in eV: 6.3 / 7.4
Charge: +1


Here is a molecular structure, C37H23CoF2N2O7P in a non-equilibrium geometry from OMol25. Energies are from ωB97M-V/def2-TZVPD.

The geometry in XYZ format:
```
73
Properties=species:S:1:pos:R:3
Co 12.265 -12.394 7.887
O 12.873 -13.160 13.935
C 12.773 -12.867 12.588
C 11.886 -11.961 12.101
C 11.797 -11.651 10.741
N 12.460 -12.502 9.888
C 13.248 -13.494 10.322
C 13.457 -13.746 11.703
C 13.980 -14.272 9.242
O 14.896 -15.049 9.567
O 13.588 -14.006 8.053
C 11.070 -10.531 10.184
O 10.340 -9.724 10.746
O 11.500 -10.416 8.794
H 12.418 -12.513 14.441
H 11.202 -11.318 12.761
H 14.151 -14.530 11.938
O 8.075 -13.387 8.577
C 9.275 -13.445 8.210
O 10.016 -12.436 7.860
C 9.698 -14.804 7.799
C 9.056 -15.898 8.292
C 9.388 -17.199 7.832
C 10.476 -17.318 7.023
C 11.130 -16.218 6.534
C 10.712 -14.943 6.821
P 11.367 -13.407 6.035
C 9.883 -12.927 5.033
C 9.527 -11.597 4.830
C 8.423 -11.220 4.054
C 7.668 -12.278 3.566
C 7.932 -13.578 3.761
C 9.103 -13.898 4.459
C 12.584 -13.850 4.717
C 13.721 -14.535 4.910
C 14.705 -14.681 3.958
C 14.515 -14.098 2.732
C 13.261 -13.501 2.453
C 12.397 -13.231 3.468
H 8.223 -15.757 9.078
H 8.902 -17.946 8.146
H 10.869 -18.345 6.511
H 11.821 -16.334 5.593
H 10.023 -10.675 5.228
H 8.066 -10.129 3.948
H 6.646 -11.962 3.083
H 7.284 -14.485 3.367
H 9.428 -14.968 4.740
H 13.960 -14.630 6.073
H 15.743 -15.170 4.249
H 15.332 -14.086 1.886
H 13.070 -12.998 1.452
H 11.418 -12.563 3.486
F 7.402 -8.429 7.492
C 8.721 -8.526 7.447
C 9.373 -9.407 8.195
C 10.743 -9.655 7.986
C 11.396 -9.046 6.852
C 10.675 -8.112 6.166
F 11.253 -7.470 5.055
C 9.335 -7.752 6.409
C 12.782 -9.479 6.463
C 13.574 -8.633 5.767
C 14.891 -8.965 5.435
C 15.332 -10.187 5.687
C 14.461 -11.086 6.306
N 13.178 -10.734 6.615
H 8.812 -10.157 8.814
H 8.825 -6.967 5.773
H 13.114 -7.638 5.404
H 15.523 -7.986 5.392
H 16.177 -10.454 5.457
H 14.920 -12.004 6.214
```

Computed properties:
Multiplicity: 4
Gap between HOMO and LUMO (alpha / beta) in eV: 4.2 / 4.5
Charge: -2


Here is 2 unconnected molecules or ions with the total composition CH6N2P in a non-equilibrium geometry from OMol25. Energies are from ωB97M-V/def2-TZVPD.

The geometry in XYZ format:
```
10
Properties=species:S:1:pos:R:3
C -0.764 -0.329 -0.311
N -1.683 -1.291 -0.293
N 0.047 -0.022 0.622
P 2.787 1.208 0.107
H -0.729 0.263 -1.222
H -2.363 -1.380 -1.031
H -1.801 -1.877 0.523
H 0.043 -0.587 1.464
H 2.350 2.132 1.075
H 2.112 1.883 -0.935
```

Computed properties:
Multiplicity: 1
Gap between HOMO and LUMO in eV: 6.5
Charge: +1


Here is 2 unconnected molecules or ions with the total composition C3H12N2OS in a non-equilibrium geometry from OMol25. Energies are from ωB97M-V/def2-TZVPD.

The geometry in XYZ format:
```
19
Properties=species:S:1:pos:R:3
N 1.559 -0.167 -0.028
C 0.168 0.317 0.167
C 0.075 0.900 1.618
S 0.697 -0.304 2.929
C -0.330 1.330 -0.871
N -0.690 0.577 -2.131
H 2.207 0.553 0.371
H 0.317 -1.270 2.136
H 1.766 -0.218 -1.012
H -0.509 -0.561 0.057
H -0.837 1.223 1.930
H 0.794 1.876 1.821
H -1.368 1.668 -0.423
H 0.498 2.174 -1.046
H -1.672 0.844 -2.460
H -0.164 0.594 -3.056
H -2.052 -2.575 -2.903
H -1.220 -1.374 -3.383
O -1.809 -2.026 -3.658
```

Computed properties:
Multiplicity: 1
Gap between HOMO and LUMO in eV: 9.6
Charge: 0
Structure (SMILES): NC[C@@H](N)CS.O


Here is 3 unconnected molecules or ions with the total composition C7H18N3O in a non-equilibrium geometry from OMol25. Energies are from ωB97M-V/def2-TZVPD.

The geometry in XYZ format:
```
29
Properties=species:S:1:pos:R:3
C -0.212 -0.408 -0.154
C -1.177 0.769 0.132
C 0.300 0.839 0.557
C -3.473 -1.158 -0.085
C -2.218 0.569 1.225
C -3.618 0.163 0.685
C 3.330 1.067 -0.304
N 3.538 0.004 0.115
N 3.676 2.240 -0.693
N 4.757 -2.293 0.042
O 1.126 1.691 -0.083
H -0.208 -1.422 0.261
H 0.059 -0.322 -1.186
H -1.366 1.473 -0.585
H 0.836 0.588 1.543
H -2.706 -1.704 0.392
H -3.270 -1.116 -1.183
H -4.368 -1.671 -0.009
H -1.802 -0.189 1.950
H -2.367 1.517 1.694
H -4.359 0.242 1.386
H -3.940 0.944 -0.046
H 4.463 -3.264 0.180
H 3.990 -1.571 -0.083
H 4.545 2.654 -0.338
H 2.863 2.806 -1.127
H 0.761 1.612 -0.981
H 5.270 -2.518 -0.790
H 5.273 -1.969 0.889
```

Computed properties:
Multiplicity: 1
Gap between HOMO and LUMO in eV: 8.6
Charge: +1


Here is C2H2N2O2S2 in the gas phase in a non-equilibrium geometry from OMol25. Energies are from ωB97M-V/def2-TZVPD.

The geometry in XYZ format:
```
10
Properties=species:S:1:pos:R:3
C -1.303 0.040 -0.017
C 1.863 -0.031 0.090
H -1.029 -1.946 0.861
H -0.876 1.732 -1.307
N -0.468 -0.861 0.822
N -0.506 1.044 -0.508
O -2.542 -0.051 -0.015
O 3.048 -0.159 -0.079
S 0.871 -1.345 -0.189
S 0.943 1.576 0.342
```

Computed properties:
Multiplicity: 1
Gap between HOMO and LUMO in eV: 9.3
Charge: 0
Structure (SMILES): O=C1NSC(=O)SN1


Number 1: E_tot -108566.3389 eV. Number 2: E_tot -10931.7071 eV. Number 3: E_tot -35779.9353 eV. Number 4: E_tot -137454.5762 eV. Number 5: E_tot -90792.1935 eV. Number 6: E_tot -108402.3450 eV. Number 7: E_tot -13393.5374 eV. Number 8: E_tot -19167.0820 eV. Number 9: E_tot -14059.2686 eV. Number 10: E_tot -30850.2128 eV.